[1]
C4H3BrOS in the gas phase at a distorted geometry. Source: the OMol25 dataset; level of theory: the ωB97M-V functional and the def2-TZVPD basis.

Structure (XYZ):
```
10
Properties=species:S:1:pos:R:3:forces:R:3
C -0.014 -0.019 -0.045 2.00 6.49 1.13
H -0.963 0.494 0.043 0.02 0.00 0.02
C 0.085 -1.331 -0.256 1.98 -4.52 -1.10
Br 4.109 0.579 -0.004 -0.51 -0.04 0.11
S 1.758 -2.006 -0.432 -0.25 3.27 0.10
C 1.211 0.747 0.086 -6.73 1.05 0.50
O 2.055 -2.787 0.757 0.24 -0.80 0.72
C 2.343 0.070 -0.028 3.32 -5.45 -1.41
H -0.733 -2.023 -0.358 -0.06 -0.13 0.07
H 1.155 1.805 0.302 -0.01 0.13 -0.14
```
Forces are in eV/Å.

## Properties
HOMO (spin up / spin down) ... -6.39 / -9.20 eV
Total energy ... -87115.8715 eV
Multiplicity ... 3
HOMO-LUMO gap (spin up / spin down) ... 6.6 / 6.2 eV
LUMO (spin up / spin down) ... 0.21 / -2.96 eV
⟨S²⟩ ... 2.0161
Charge ... 0
ΔE to the lowest compared entry with this formula, charge and spin ... 0.00 kJ/mol

Charge distribution, Mulliken scheme, values in e: -0.152 0.360 -0.546 -0.059 0.340 0.096 -0.486 -0.336 0.400 0.382

=====

[2]
A molecular structure, C14H35CdN12O6 at a distorted geometry. Source: the OMol25 dataset; level of theory: the ωB97M-V functional and the def2-TZVPD basis.

Structure (XYZ):
```
68
Properties=species:S:1:pos:R:3:forces:R:3
H 4.020 14.955 -30.051 -0.35 0.02 0.09
C 1.292 9.300 -28.014 -0.68 -1.29 -1.34
H -4.279 9.459 -30.836 -0.52 0.49 -0.38
H 0.303 10.030 -29.608 0.20 -0.40 0.03
C -4.314 8.826 -31.710 -0.36 1.04 1.16
C -5.150 17.909 -25.126 0.32 -0.30 -0.23
C -7.606 19.018 -31.016 -3.49 0.80 -1.83
C 3.441 15.124 -28.161 -1.23 -0.09 3.81
O 0.922 10.097 -27.223 -0.94 3.74 3.35
C -4.823 8.900 -32.970 -0.20 1.38 -0.32
H -6.747 11.349 -25.121 0.39 -0.21 -0.11
H -1.940 10.220 -19.607 0.84 0.25 0.27
H 4.894 16.297 -28.746 -0.01 0.36 0.53
H -5.358 9.801 -33.233 -0.06 -0.22 -0.62
N 0.907 9.302 -29.255 -0.87 0.02 -3.85
H -7.043 20.869 -32.074 0.02 0.30 0.51
H 2.582 14.131 -29.589 0.37 0.04 0.12
C -5.715 9.716 -25.840 -4.70 -2.47 2.26
N 4.307 16.027 -27.970 4.75 4.58 1.20
H -3.847 10.697 -22.177 -0.20 -0.40 0.35
H -3.752 10.061 -20.545 -0.10 0.10 -0.38
N 2.008 8.257 -27.682 2.12 -1.70 2.23
H -7.503 19.276 -29.962 1.06 0.13 -0.28
H 4.446 16.460 -27.068 0.00 -0.30 -0.28
O -1.750 11.330 -22.461 2.20 1.10 -2.17
H -8.109 19.994 -33.015 -0.33 -0.78 0.17
N -6.067 17.236 -25.747 -4.68 -2.67 -1.21
H -4.341 8.655 -26.681 0.81 0.48 -0.27
H -2.110 13.315 -29.263 0.42 -0.51 -0.58
N -4.101 17.958 -25.876 5.41 0.75 -2.52
H -2.537 14.935 -28.866 -0.39 0.32 0.47
H -3.966 17.332 -26.657 0.09 0.52 0.18
C -6.655 18.166 -31.771 1.98 -0.24 0.54
H -3.323 18.526 -25.571 -0.10 -0.30 -0.11
O 2.741 14.683 -27.297 -2.82 -1.53 3.59
H -8.781 20.807 -31.620 0.22 0.18 0.08
H -3.445 5.952 -32.837 0.15 0.12 0.09
O -2.539 13.480 -27.336 0.13 0.30 0.88
N -4.363 19.118 -31.072 2.84 1.25 0.95
O -6.534 8.827 -25.460 2.47 1.31 -1.32
H -6.666 18.374 -32.841 -0.53 -0.28 -0.01
H -3.377 7.212 -30.713 -0.07 0.40 -0.18
N -3.300 10.423 -21.373 -7.54 -2.59 0.04
C -3.785 6.974 -32.751 -0.23 -0.60 -0.93
N -5.936 10.988 -25.603 -0.35 3.25 0.69
C -2.107 10.788 -21.426 1.03 2.83 -4.46
H -5.122 11.537 -25.839 -1.02 1.02 0.55
Cd 0.136 13.064 -25.325 -0.74 -0.16 -1.08
C -7.922 20.234 -31.968 0.18 0.17 0.92
H -4.750 7.452 -34.708 0.20 0.02 0.16
N -1.467 10.699 -20.360 4.28 -0.86 5.92
C -4.456 7.734 -33.708 0.15 -0.06 2.10
H 2.269 8.409 -26.719 0.48 -1.11 -0.06
H 2.275 7.448 -28.225 -0.03 0.44 0.22
H 1.178 8.505 -29.813 -0.36 0.58 -0.40
C -5.343 18.649 -31.363 -1.79 -1.80 -0.95
H -5.839 16.639 -26.529 -0.42 0.26 0.28
H -6.930 17.089 -25.242 0.12 -0.24 -0.27
N 3.331 14.760 -29.339 -1.02 -3.26 -8.80
H -8.499 18.394 -30.978 -0.54 0.22 -0.04
H -3.711 13.528 -28.964 -0.67 -0.04 0.05
O -5.230 18.407 -24.066 -0.74 1.99 3.86
N -4.595 9.617 -26.508 2.04 -2.30 -1.42
H -6.808 17.102 -31.586 0.37 0.02 -0.04
H -4.036 10.452 -26.612 0.44 -1.01 -0.37
N -3.708 7.656 -31.558 0.93 -2.58 -1.05
H -0.507 11.006 -20.290 -0.33 -0.25 0.12
C -2.752 13.900 -28.603 1.39 -0.24 0.09
```
Forces are in eV/Å.

## Properties
HOMO ... -9.89 eV
Total energy ... -49804.0064 eV
HOMO-LUMO gap ... 2.1 eV
LUMO ... -7.79 eV
Charge ... +1
ΔE to the lowest compared entry with this formula, charge and spin ... 893.03 kJ/mol

Charge distribution, Mulliken scheme, values in e: 0.173 0.643 0.423 0.200 -0.357 0.622 -0.360 0.643 -0.650 -0.391 0.196 0.172 0.154 0.365 -0.360 0.322 0.209 0.739 -0.377 0.190 0.170 -0.423 0.366 0.212 -0.726 0.350 -0.365 0.204 0.285 -0.348 0.273 0.129 -0.388 0.207 -0.671 0.342 0.365 -0.428 -0.426 -0.679 0.212 0.217 -0.373 -0.460 -0.351 0.696 0.090 1.123 -1.185 0.379 -0.349 -0.550 0.218 0.187 0.163 0.182 0.156 0.222 -0.334 0.247 0.319 -0.618 -0.347 0.337 0.155 0.009 0.214 -0.568

=====

[3]
A molecular structure, C33H33BiClN3O3S2 at a distorted geometry. Source: the OMol25 dataset; level of theory: the ωB97M-V functional and the def2-TZVPD basis.

Structure (XYZ):
```
76
Properties=species:S:1:pos:R:3:forces:R:3
H 4.106 -1.111 3.440 0.04 0.01 0.02
C -0.749 0.422 -1.486 -0.04 0.04 -1.03
N -1.593 1.068 -2.277 0.24 -0.22 0.58
C -1.838 -5.124 -0.436 0.18 0.10 -0.04
C -0.886 3.461 -4.182 0.03 0.01 -0.02
H -1.706 -5.985 -1.094 -0.03 -0.03 0.03
H 2.433 2.471 -5.867 -0.01 0.01 0.00
H -3.327 3.781 1.353 -0.03 -0.02 0.01
C 6.035 -0.804 2.560 0.06 0.01 -0.09
H -1.227 -2.051 4.931 0.02 0.03 -0.03
C -0.045 4.443 -4.680 -0.06 0.02 0.05
C -3.127 1.379 -0.439 -0.18 -0.01 -0.28
H -1.103 0.063 -4.030 -0.08 -0.05 -0.01
H -0.334 5.484 -4.609 0.01 0.00 -0.03
C -2.564 1.989 -1.693 -0.14 0.13 0.22
O 2.731 -1.626 1.399 -0.29 -0.17 -0.26
H -2.077 2.942 -1.467 0.00 0.00 -0.06
H -3.677 0.460 -0.664 0.04 -0.01 0.05
H -2.769 -5.278 0.116 -0.01 -0.13 -0.06
H -3.812 2.069 0.042 0.06 0.06 0.09
C -0.529 2.118 -4.269 -0.11 -0.05 0.12
C -0.811 5.183 3.113 0.03 0.01 0.01
C -1.739 2.683 2.322 -0.03 -0.12 -0.09
H -1.837 3.751 -3.749 -0.01 0.01 -0.03
N -0.059 -3.114 1.964 -0.04 -0.43 0.00
C -0.142 4.036 3.511 0.03 0.02 0.04
H -0.453 6.155 3.425 -0.01 -0.01 0.01
C 0.673 1.768 -4.873 0.00 -0.01 0.03
H 1.802 4.854 -5.689 0.00 0.00 0.01
C 4.029 -1.356 1.324 0.31 0.10 0.02
C -2.415 3.838 1.935 0.02 0.02 0.01
C -2.118 -3.613 3.742 0.00 -0.06 -0.04
C 1.506 2.752 -5.385 0.05 -0.01 -0.02
C 6.789 -0.779 1.377 -0.07 -0.01 0.06
N -2.031 1.059 0.478 0.35 -0.28 -0.43
H -2.809 -4.012 -2.002 0.00 0.05 0.00
H 0.732 4.111 4.144 0.01 0.00 -0.02
H -1.087 -3.682 -1.872 0.01 0.02 0.05
S 0.358 0.131 1.052 -0.10 0.20 -0.01
H 0.956 0.727 -4.956 -0.03 -0.01 -0.02
C 6.175 -1.040 0.186 -0.05 -0.02 -0.10
Cl 8.470 -0.418 1.450 0.07 0.00 -0.02
C -1.948 5.084 2.324 -0.05 -0.03 -0.04
C 4.789 -1.326 0.127 -0.12 -0.02 0.31
H 0.259 -4.776 0.056 0.01 -0.08 -0.08
S 0.557 -0.426 -2.120 -0.28 0.09 -0.21
H -2.488 5.974 2.028 0.02 0.01 0.01
H 6.742 -1.035 -0.737 0.04 0.04 0.03
H 6.527 -0.601 3.502 0.00 0.00 0.00
H -3.016 -2.880 0.033 0.02 0.06 0.07
C -0.169 -2.419 3.105 -0.01 -0.10 -0.02
C -1.962 -4.388 2.607 0.00 -0.02 0.01
Bi 1.232 -2.081 -0.042 0.24 -0.10 0.17
C -1.184 -2.624 4.015 0.07 0.03 0.07
C -0.919 0.554 0.000 -0.23 0.21 0.80
H 4.974 -1.508 -1.994 -0.04 -0.01 0.00
C -0.671 -5.050 0.558 -0.30 0.09 0.03
H -0.078 1.893 3.426 -0.02 0.02 0.03
C 1.152 4.089 -5.285 0.02 -0.01 0.00
C -1.466 1.047 -3.744 0.25 0.19 -0.38
H 0.619 -1.700 3.291 -0.05 0.13 -0.02
H -1.717 0.547 2.475 -0.07 -0.10 -0.03
H -3.313 1.224 2.107 0.00 -0.06 -0.14
C -1.990 -3.883 -1.290 -0.10 0.05 0.12
O -2.211 -2.719 -0.472 0.19 0.13 -0.26
C 4.255 -1.562 -1.167 0.09 0.00 -0.23
H -2.466 1.188 -4.154 -0.03 -0.05 0.11
C -2.245 1.313 1.911 0.02 0.28 0.46
C -0.601 2.789 3.113 -0.01 -0.02 -0.03
C 4.691 -1.084 2.531 -0.23 -0.05 -0.09
H -3.363 2.172 -2.407 0.03 -0.06 -0.05
H -2.633 -5.215 2.412 0.01 0.01 0.01
H -0.518 -6.052 0.966 0.12 0.02 0.02
O 3.073 -1.814 -1.483 0.00 -0.05 0.35
C -0.912 -4.131 1.730 0.12 0.20 0.23
H -2.933 -3.804 4.427 0.01 -0.02 0.01
```
Forces are in eV/Å.

## Properties
HOMO ... -13.15 eV
Total energy ... -85389.5679 eV
HOMO-LUMO gap ... 6.1 eV
LUMO ... -7.06 eV
Charge ... +2

Charge distribution, Mulliken scheme, values in e: 0.436 0.586 0.342 -0.585 -0.135 0.449 0.394 0.325 -0.534 0.502 -0.841 -0.998 0.725 0.396 -0.707 -0.320 0.435 0.258 0.327 0.423 1.142 -0.458 1.269 0.418 -0.051 -0.874 0.413 -0.269 0.412 0.571 -0.191 -0.595 -0.793 -0.002 0.361 0.381 0.402 0.225 -0.106 0.420 -0.969 -0.174 -0.871 0.732 0.159 -0.300 0.419 0.413 0.436 0.280 -0.297 -0.425 1.364 -0.834 0.228 0.371 -0.892 0.409 -0.421 -2.081 0.513 0.682 0.617 -0.610 -0.368 -0.028 0.492 -2.047 -0.161 -0.585 0.549 0.450 0.377 -0.724 0.660 0.484

=====

[4]
A molecular structure, C2H2N5O2 at a distorted geometry. Source: the OMol25 dataset; level of theory: the ωB97M-V functional and the def2-TZVPD basis.

Structure (XYZ):
```
11
Properties=species:S:1:pos:R:3:forces:R:3
N -3.038 0.440 -0.246 0.22 0.28 0.83
H 3.502 -0.257 0.028 0.08 0.15 -0.01
N 1.443 0.457 -0.069 -0.81 0.69 -0.18
N 1.875 -1.610 0.223 3.59 0.09 0.07
O -2.737 1.204 0.891 -1.26 0.43 1.99
O -3.901 -0.221 -0.595 -1.12 -0.90 -0.65
N -1.954 0.995 -0.341 3.01 -0.26 -1.98
C 2.441 -0.421 0.054 -0.12 -0.38 0.05
C 0.398 -0.395 0.052 0.67 0.13 -0.06
H 1.402 1.458 -0.222 0.04 -0.04 0.02
N 0.571 -1.648 0.227 -4.32 -0.20 -0.06
```
Forces are in eV/Å.

## Properties
HOMO (spin up / spin down) ... -15.01 / -15.01 eV
Total energy ... -13631.6596 eV
HOMO-LUMO gap (spin up / spin down) ... 6.2 / 6.2 eV
LUMO (spin up / spin down) ... -8.83 / -8.83 eV
Charge ... +1
ΔE to the lowest compared entry with this formula, charge and spin ... 822.18 kJ/mol

Charge distribution, Mulliken scheme, values in e: 1.022 0.423 -0.015 -0.026 -0.188 -0.417 -0.258 -0.022 0.476 0.256 -0.251